No. 1
{"formula": "C30H27FeIN10O5", "method": "ωB97M-V/def2-TZVPD", "species": ["Fe", "C", "C", "N", "C", "C", "C", "O", "C", "C", "N", "C", "C", "C", "C", "C", "C", "I", "C", "O", "H", "H", "H", "H", "H", "H", "H", "H", "H", "H", "H", "H", "N", "N", "C", "N", "N", "N", "O", "O", "H", "H", "H", "H", "H", "N", "C", "O", "C", "C", "C", "C", "N", "C", "H", "H", "H", "H", "H", "H", "N", "C", "C", "C", "C", "C", "C", "C", "C", "C", "H", "H", "H", "H"], "coordinates": [[-0.51080, 0.17538, 0.14626], [1.45879, 3.10075, -2.88988], [2.23097, 2.92696, -1.61703], [3.41731, 3.47084, -1.51944], [4.11906, 3.30619, -0.37811], [3.66510, 2.58186, 0.69231], [4.51922, 2.48447, 1.92557], [4.01125, 3.26000, 3.01284], [2.38244, 1.98261, 0.61293], [1.88161, 1.24006, 1.74943], [0.75108, 0.63840, 1.81744], [0.44453, -0.03225, 3.03293], [0.66894, -1.40095, 3.12826], [0.31734, -2.08966, 4.27452], [-0.27259, -1.42195, 5.33643], [-0.50034, -0.05686, 5.25630], [-0.14347, 0.63539, 4.10795], [-0.45748, 2.70136, 4.03641], [1.62846, 2.16349, -0.56032], [0.43123, 1.70707, -0.74739], [2.02021, 3.73789, -3.56861], [0.47647, 3.53695, -2.69996], [1.28926, 2.13177, -3.36677], [5.09123, 3.78364, -0.34244], [5.52506, 2.83912, 1.69394], [4.61224, 1.44488, 2.25524], [3.15072, 3.60945, 2.76248], [2.52167, 1.21499, 2.63398], [1.10089, -1.90780, 2.27350], [0.49496, -3.15522, 4.33360], [-0.55679, -1.95848, 6.23184], [-0.94928, 0.47294, 6.08522], [-1.45996, 0.19653, -2.18416], [-2.07613, -1.02882, -2.44198], [-2.37845, -1.85417, -1.40896], [-2.65978, -3.11669, -1.72286], [-2.39151, -1.28786, -0.20453], [-2.58097, -2.08664, 0.88818], [-3.13152, -3.18198, 0.81547], [-2.19144, -1.60273, 1.93403], [-1.98823, 0.95781, -2.59850], [-0.49970, 0.19703, -2.51514], [-1.95836, -1.44123, -3.35383], [-2.37258, -3.49133, -2.60949], [-2.93165, -3.72969, -0.96931], [-4.74698, 4.89167, -1.56338], [-3.90820, 3.82782, -1.64219], [-3.38305, 3.47396, -2.68270], [-3.67961, 3.06206, -0.37787], [-4.63562, 2.85692, 0.60638], [-4.33017, 2.01793, 1.66427], [-3.09654, 1.38965, 1.68142], [-2.16868, 1.58848, 0.74309], [-2.45193, 2.42741, -0.24860], [-4.85895, 5.45194, -2.39193], [-4.97881, 5.30346, -0.67752], [-5.61508, 3.31560, 0.54104], [-5.04439, 1.82304, 2.45140], [-2.83837, 0.68640, 2.46363], [-1.66697, 2.59647, -0.97372], [3.89830, -7.88764, -4.13847], [3.42268, -6.97772, -3.62158], [2.82043, -5.84085, -2.97505], [3.29782, -4.55667, -3.22920], [2.71327, -3.46845, -2.61223], [1.64069, -3.63487, -1.72838], [1.17732, -4.93235, -1.47870], [1.75740, -6.02400, -2.09329], [1.02453, -2.50728, -1.09948], [0.48832, -1.55015, -0.56400], [4.12736, -4.42109, -3.91007], [3.08122, -2.46962, -2.80446], [0.35938, -5.07197, -0.78387], [1.39559, -7.02365, -1.89290]], "mulliken_spin": [3.813, 0.000, 0.012, -0.002, 0.006, -0.007, -0.002, 0.000, 0.002, 0.001, 0.040, 0.024, -0.021, 0.002, 0.005, -0.002, -0.006, 0.000, 0.015, 0.058, 0.000, 0.000, 0.001, 0.000, 0.000, 0.000, 0.000, 0.009, 0.002, 0.000, 0.000, 0.000, 0.040, -0.007, 0.004, 0.002, 0.038, -0.006, 0.003, 0.005, -0.003, 0.000, 0.001, 0.001, 0.000, 0.000, 0.000, 0.000, -0.001, 0.001, -0.002, 0.005, 0.022, 0.001, 0.000, 0.000, 0.000, 0.000, 0.004, -0.001, 0.000, 0.000, -0.001, 0.001, 0.000, -0.002, 0.000, 0.000, 0.016, -0.069, 0.000, 0.000, 0.000, 0.000], "e_homo_ha": [-0.2864, -0.2862], "lumo_energy_ev": [-0.074, -0.078], "multiplicity": 5, "e_above_lowest_kj_mol": 15.89, "s_squared": 6.015}



No. 2
{"formula": "C30H27N3O3S7SbTc", "method": "ωB97M-V/def2-TZVPD", "species": ["Tc", "S", "C", "C", "C", "C", "C", "C", "N", "C", "C", "C", "C", "C", "C", "C", "C", "N", "C", "C", "C", "C", "C", "S", "C", "H", "H", "H", "H", "H", "H", "H", "H", "H", "H", "H", "H", "S", "Sb", "S", "S", "S", "N", "C", "C", "C", "C", "C", "C", "S", "O", "O", "O", "H", "H", "H", "H", "H", "H", "C", "C", "C", "C", "H", "H", "H", "H", "H", "H", "H", "H", "H"], "coordinates": [[0.07785, -0.00159, -0.10394], [-3.26163, -3.75143, 2.82847], [-3.85192, -5.13376, 3.62827], [-2.86671, -6.04192, 3.87302], [-1.60553, -5.60716, 3.40072], [-1.65538, -4.37416, 2.80380], [-0.54961, -3.62766, 2.21103], [-0.76981, -2.37968, 1.61486], [0.20520, -1.65179, 1.07604], [1.48973, -2.11172, 1.08494], [1.79305, -3.37189, 1.61808], [3.15638, -3.83034, 1.56871], [4.12268, -3.06485, 1.02292], [3.82870, -1.76878, 0.46444], [4.80462, -0.95104, -0.10646], [4.47255, 0.29479, -0.62646], [3.10275, 0.65677, -0.58866], [2.16326, -0.09412, -0.04160], [2.50904, -1.30777, 0.49684], [5.43872, 1.21091, -1.18116], [5.22298, 2.49496, -1.63511], [6.40211, 3.12754, -2.07089], [7.49370, 2.31574, -1.95059], [7.10934, 0.79265, -1.29919], [0.75426, -4.11187, 2.18369], [-4.89797, -5.20280, 3.88009], [-3.03539, -6.98348, 4.37241], [-0.70501, -6.19350, 3.51220], [-1.76472, -1.95495, 1.56398], [3.39014, -4.79906, 1.99028], [5.14874, -3.40838, 1.00133], [5.83250, -1.29253, -0.12140], [2.79142, 1.60702, -1.00080], [4.27202, 3.00793, -1.62846], [6.43885, 4.14381, -2.43037], [8.51775, 2.54741, -2.19746], [0.97875, -5.08259, 2.60638], [1.41935, -2.99533, -4.17035], [-0.86883, -4.13920, -4.18869], [0.06341, -1.02937, -2.10140], [1.49389, -2.37952, -2.26374], [-1.84034, -3.11626, -2.53135], [0.27245, 1.23797, 1.65957], [0.91327, 2.46947, 1.19657], [0.94218, 2.69098, -0.16888], [1.60754, 3.77626, -0.70850], [2.26017, 4.64849, 0.15393], [2.19171, 4.45259, 1.53142], [1.51850, 3.36391, 2.06434], [3.30185, 5.94155, -0.55797], [4.60930, 5.31698, -0.42741], [2.80970, 6.02177, -1.91972], [3.06601, 7.08047, 0.28973], [-0.59658, 1.42485, 2.15581], [0.86776, 0.76560, 2.33829], [0.42420, 2.01712, -0.87785], [1.64189, 3.98422, -1.77129], [2.69098, 5.16504, 2.17653], [1.48659, 3.20143, 3.13586], [-3.92745, 1.54229, 0.07465], [-2.48366, 2.09144, 0.20306], [-2.38167, 3.45647, -0.46959], [-1.61226, 1.04363, -0.41566], [-4.61802, 2.28488, 0.47096], [-4.06800, 0.61353, 0.63006], [-4.18867, 1.36864, -0.97063], [-2.27268, 2.18132, 1.27398], [-2.57263, 3.37256, -1.54222], [-1.41940, 3.93864, -0.32193], [-3.14464, 4.11180, -0.05203], [-1.54320, 1.19020, -1.50308], [-1.88613, -0.05332, -0.15580]], "mulliken_charge": [-0.433, -0.134, -0.368, -0.614, -0.466, 0.329, 1.022, -1.060, 0.703, 0.292, 0.071, -1.260, -1.097, 0.477, -0.957, 0.592, -0.769, 1.147, -0.502, 0.635, -0.188, -0.716, -0.308, -0.221, -0.550, 0.457, 0.421, 0.382, 0.568, 0.520, 0.516, 0.504, 0.261, 0.180, 0.462, 0.478, 0.441, -0.210, 0.906, -0.083, 0.234, -0.304, -0.157, 0.146, 0.475, -0.189, -0.261, -0.728, -1.013, 1.333, -0.591, -0.734, -0.655, 0.368, 0.447, -0.196, 0.637, 0.501, 0.559, -1.609, 1.200, -1.436, -0.787, 0.440, 0.402, 0.395, 0.219, 0.362, 0.262, 0.427, 0.740, 0.082], "e_homo_ha": [-0.4378, -0.4378], "lumo_energy_ev": [-8.969, -8.974], "multiplicity": 1, "total_charge": 2}



No. 3
{"formula": "C30H27N4O10S2Ti", "method": "ωB97M-V/def2-TZVPD", "species": ["Ti", "O", "C", "O", "C", "C", "C", "C", "C", "N", "C", "O", "O", "H", "H", "H", "H", "O", "S", "O", "O", "C", "C", "C", "C", "C", "C", "S", "O", "O", "O", "H", "H", "H", "H", "C", "C", "C", "C", "C", "C", "C", "C", "C", "C", "C", "C", "C", "C", "C", "N", "H", "H", "H", "H", "H", "H", "H", "H", "H", "H", "N", "C", "C", "N", "H", "H", "H", "H", "H", "H", "H", "H", "H"], "coordinates": [[-0.50007, 0.37569, -0.27731], [-2.93090, 1.88802, 3.01024], [-1.99909, 1.64867, 2.04867], [-2.32794, 1.08426, 0.98528], [-0.66758, 2.05105, 2.27675], [-0.11607, 2.69461, 3.40482], [1.21212, 3.01350, 3.39972], [2.00443, 2.72807, 2.25310], [1.41433, 2.10107, 1.19136], [0.12009, 1.71930, 1.20601], [2.10085, 1.79353, -0.13214], [3.30239, 1.98264, -0.25487], [1.26326, 1.37608, -1.01121], [-3.75071, 1.52437, 2.65687], [-0.75140, 2.92788, 4.24873], [1.65461, 3.50232, 4.25861], [3.05225, 2.98160, 2.18745], [0.58315, -3.38413, -2.27802], [0.99229, -2.53310, -1.19330], [0.76691, -3.06473, 0.14119], [0.48897, -1.15123, -1.35365], [2.76421, -2.28311, -1.39532], [3.24948, -2.60272, -2.65356], [4.56929, -2.34740, -3.00509], [5.41841, -1.75227, -2.09310], [4.94722, -1.44294, -0.82354], [3.63757, -1.71975, -0.46320], [3.23405, -1.29835, 1.22102], [3.21444, -2.67019, 1.92696], [4.32539, -0.53946, 1.74607], [1.91235, -0.74215, 1.26765], [2.56474, -3.04419, -3.36336], [4.91683, -2.60271, -3.99820], [6.44120, -1.51748, -2.35690], [5.59067, -0.96465, -0.10081], [-3.04273, -3.34965, -1.20519], [-3.43200, -2.96316, -2.48327], [-3.19532, -1.66304, -2.88712], [-2.55036, -0.77292, -2.02109], [-2.04875, -1.15756, -0.76305], [-2.35887, -2.46693, -0.38312], [-2.50656, 0.66879, -2.37015], [-3.52041, 1.19384, -3.23322], [-3.65060, 2.53467, -3.37810], [-2.76025, 3.40796, -2.70006], [-2.85861, 4.81270, -2.80465], [-1.96322, 5.61949, -2.15887], [-0.93044, 5.04165, -1.39644], [-0.81566, 3.68263, -1.27538], [-1.74816, 2.83394, -1.91216], [-1.64958, 1.46873, -1.75372], [-3.23382, -4.36278, -0.86824], [-3.90752, -3.66763, -3.15419], [-3.49389, -1.35967, -3.88289], [-2.00505, -2.84068, 0.57360], [-4.19921, 0.50898, -3.71232], [-4.43559, 2.95925, -3.99350], [-3.65436, 5.22971, -3.41103], [-2.03645, 6.69650, -2.23645], [-0.20792, 5.68123, -0.90564], [-0.01306, 3.22729, -0.72338], [1.01344, -3.53649, 3.01881], [0.35690, -2.75551, 4.07937], [0.05052, -1.32547, 3.62198], [-0.77454, -1.22665, 2.43062], [1.11965, -4.50360, 3.30460], [2.27715, -2.88440, 2.36254], [0.45578, -3.55396, 2.16675], [1.02684, -2.73322, 4.94291], [-0.57455, -3.24038, 4.40076], [0.97974, -0.79072, 3.42471], [-0.44981, -0.79600, 4.43808], [-1.66344, -1.70156, 2.53315], [-0.29703, -1.64748, 1.63845]], "mulliken_spin": [1.007, 0.030, 0.126, 0.089, 0.241, 0.013, 0.082, 0.121, 0.018, 0.159, 0.008, 0.010, 0.000, 0.000, 0.007, 0.014, 0.003, -0.001, -0.002, 0.002, -0.020, 0.003, 0.001, 0.000, 0.000, 0.000, -0.003, 0.008, 0.000, 0.001, -0.007, 0.000, 0.000, 0.000, 0.000, 0.002, 0.000, 0.001, -0.003, 0.001, -0.002, 0.043, -0.016, 0.015, -0.005, 0.005, -0.005, 0.004, -0.026, 0.022, 0.029, 0.000, 0.000, 0.000, -0.001, 0.000, 0.001, 0.000, 0.000, 0.001, -0.002, 0.000, -0.001, 0.015, 0.019, 0.000, 0.000, 0.000, 0.000, 0.000, -0.005, 0.000, 0.005, -0.008], "e_homo_ha": [-0.1095, -0.2042], "lumo_energy_ev": [2.305, 2.244], "multiplicity": 3, "e_above_lowest_kj_mol": 139.82, "s_squared": 2.014, "total_charge": -1}